[1]
Entry from the Open Molecules 2025 dataset: 9 unconnected molecules or ions with the total composition C5H29N2O8 at a distorted geometry (ωB97M-V with the def2-TZVPD basis set).

Positions of all 44 atoms, in Å:
C1 -4.249 -0.427 -0.741
C2 -2.706 -0.154 -0.734
C3 -2.475 1.354 -0.977
C4 -0.988 1.569 -0.830
C5 -0.207 2.137 -1.729
N1 1.231 1.846 -1.561
N2 -2.122 -0.953 -1.799
H1 -4.723 -0.157 -1.692
H2 -4.469 -1.477 -0.563
H3 -4.634 0.298 -0.025
H4 -2.275 -0.508 0.196
H5 -2.835 1.687 -1.959
H6 -3.109 1.922 -0.297
H7 -0.635 1.130 0.094
H8 -0.468 2.768 -2.563
H9 1.317 1.177 -0.757
H10 1.429 1.510 -2.508
H11 1.884 2.637 -1.519
H12 -1.098 -0.802 -1.922
H13 -2.536 -0.693 -2.703
H14 2.494 -2.597 0.514
H15 1.723 -3.409 -0.345
O1 1.619 -2.549 0.100
H16 3.488 3.258 0.886
H17 2.840 2.016 1.079
O2 2.898 2.688 0.366
H18 0.209 0.824 3.925
H19 -0.493 2.185 3.643
O3 0.050 1.490 3.247
H20 1.017 -0.850 0.535
H21 2.318 0.115 1.086
O4 1.657 -0.125 0.425
H22 1.211 -1.396 -3.015
H23 1.611 -1.032 -1.558
O5 1.055 -0.762 -2.306
H24 -1.514 -4.080 -1.101
H25 -1.686 -3.472 -2.484
O6 -1.122 -4.081 -1.987
H26 1.797 1.569 2.948
H27 3.015 0.698 3.408
O7 2.676 1.214 2.684
H28 -0.329 -1.660 4.498
H29 0.518 -2.813 3.900
O8 0.447 -1.854 3.962

Summary:
<S²> ... 0.755
Frontier orbital gap (spin up / spin down) ... 0.4149 / 0.2038 hartree
Highest occupied orbital energy (spin up / spin down) ... -16.79 / -16.79 eV
2S+1 ... 2
Charge ... +2
Energy above the lowest of the compared OMol25 structures with the same formula, charge and spin ... 10.0 kcal per mole

natural (NBO) atomic charges, in units of e: -0.611, -0.098, -0.417, -0.218, -0.002, -0.730, -0.286, 0.233, 0.250, 0.248, 0.245, 0.244, 0.286, 0.242, 0.244, 0.492, 0.451, 0.474, 0.440, 0.399, 0.490, 0.496, -0.973, 0.497, 0.492, -1.002, 0.495, 0.500, -0.965, 0.527, 0.534, -1.028, 0.504, 0.523, -1.013, 0.473, 0.454, -0.904, 0.514, 0.505, -1.008, 0.478, 0.489, -0.966


[2]
Entry from the Open Molecules 2025 dataset: 10 unconnected molecules or ions with the total composition C5H29NO10 at a distorted geometry (ωB97M-V with the def2-TZVPD basis set).

Positions of all 45 atoms, in Å:
C1 -0.559 0.903 1.631
C2 0.360 1.569 2.630
C3 1.543 2.352 1.951
C4 -0.579 2.501 3.404
C5 0.160 -0.341 1.245
N1 -0.567 -1.602 1.031
O1 1.326 -0.231 0.952
H1 -1.532 0.696 2.196
H2 -0.827 1.513 0.718
H3 0.832 0.752 3.400
H4 1.179 3.379 1.724
H5 2.435 2.695 2.567
H6 1.956 1.803 1.168
H7 0.099 3.107 3.923
H8 -1.311 2.139 4.075
H9 -1.111 3.102 2.681
H10 -0.136 -2.457 1.144
H11 -1.513 -1.675 1.323
H12 3.390 -1.893 2.120
H13 3.153 -3.410 1.705
O2 3.779 -2.698 1.918
H14 -0.498 -2.637 -0.960
H15 -0.062 -3.177 -2.230
O3 -0.840 -3.035 -1.753
H16 0.485 1.167 -3.826
H17 1.024 1.585 -2.565
O4 1.334 1.252 -3.484
H18 2.828 -3.348 -0.917
H19 1.510 -3.529 -1.456
O5 2.285 -4.071 -1.347
H20 -2.307 0.505 -1.459
H21 -2.604 -0.673 -0.687
O6 -2.657 0.273 -0.490
H22 -1.276 -0.523 -3.015
H23 -2.076 -1.631 -2.473
O7 -2.227 -0.747 -2.902
H24 1.799 -2.016 -4.252
H25 2.805 -2.645 -3.247
O8 2.046 -2.883 -3.782
H26 -1.042 3.646 -2.376
H27 -1.672 2.251 -1.956
O9 -1.030 2.699 -2.514
H28 -3.504 1.106 1.199
H29 -3.163 2.498 1.191
O10 -3.233 1.727 1.800

Summary:
<S²> ... 0.751
Frontier orbital gap (spin up / spin down) ... 0.0999 / 0.3573 hartree
Highest occupied orbital energy (spin up / spin down) ... -0.02 / -7.21 eV
2S+1 ... 2
Charge ... -1
Energy above the lowest of the compared OMol25 structures with the same formula, charge and spin ... 8.9 kcal per mole

natural (NBO) atomic charges, in units of e: -0.596, -0.182, -0.631, -0.612, 0.674, -0.908, -0.640, 0.252, 0.248, 0.187, 0.196, 0.195, 0.244, 0.192, 0.212, 0.200, 0.374, 0.380, 0.484, 0.477, -0.964, 0.462, 0.462, -0.995, 0.450, 0.472, -1.001, 0.460, 0.446, -0.939, 0.454, 0.458, -1.081, 0.432, 0.481, -1.032, 0.469, 0.469, -0.981, 0.441, 0.430, -1.103, 0.484, 0.448, -0.966


[3]
Entry from the Open Molecules 2025 dataset: C5H2Cl3N3O in the gas phase at a distorted geometry (ωB97M-V with the def2-TZVPD basis set).

Positions of all 14 atoms, in Å:
N1 0.206 3.886 -1.214
C1 0.154 2.722 -1.285
O1 0.100 1.459 -1.240
C2 -0.218 0.817 0.317
Cl1 -0.965 1.964 1.276
C3 -0.959 -0.528 -0.246
C4 -0.207 -1.689 0.217
Cl2 -0.915 -3.226 0.019
C5 1.055 -1.588 0.735
Cl3 1.977 -3.047 1.091
N2 1.597 -0.430 0.967
N3 1.123 0.654 0.702
H1 -0.824 -0.397 -1.387
H2 -2.124 -0.598 0.049

Summary:
Frontier orbital gap (spin up / spin down) ... 0.2940 / 0.2940 hartree
SMILES ... N#CO[C@@]1(Cl)CC(Cl)=C(Cl)N=N1
Highest occupied orbital energy (spin up / spin down) ... -9.92 / -9.92 eV
Energy above the lowest of the compared OMol25 structures with the same formula, charge and spin ... 61.4 kcal per mole

natural (NBO) atomic charges, in units of e: -0.417, 0.538, -0.549, 0.310, 0.168, -0.528, 0.013, 0.096, 0.034, 0.034, -0.113, -0.177, 0.309, 0.281


[4]
Entry from the Open Molecules 2025 dataset: 2 unconnected molecules or ions with the total composition C5H2IN at a distorted geometry (ωB97M-V with the def2-TZVPD basis set).

Positions of all 9 atoms, in Å:
C1 1.329 -0.638 0.419
C2 0.809 -0.380 1.520
C3 -0.523 0.000 1.790
N1 -1.650 0.197 1.751
H1 2.223 -1.131 0.082
C4 -1.101 -0.140 -1.450
C5 -0.225 0.596 -1.096
I1 0.875 2.317 -1.201
H2 -1.738 -0.821 -1.816

Summary:
Frontier orbital gap ... 0.3296 hartree
SMILES ... C#CC#N.C#CI
Highest occupied orbital energy ... -9.69 eV
Energy above the lowest of the compared OMol25 structures with the same formula, charge and spin ... 40.0 kcal per mole

natural (NBO) atomic charges, in units of e: -0.060, -0.140, 0.217, -0.278, 0.242, -0.194, -0.312, 0.300, 0.226


[5]
Entry from the Open Molecules 2025 dataset: a molecular structure, C5H2N2 at a distorted geometry (ωB97M-V with the def2-TZVPD basis set).

Positions of all 9 atoms, in Å:
C1 -0.236 -0.261 -1.357
C2 0.843 0.816 -1.569
C3 0.035 -0.164 0.152
C4 -0.233 -0.685 1.242
C5 -0.565 -0.963 2.487
N1 0.850 0.964 -0.323
N2 -0.856 -1.219 3.570
H1 -1.148 0.068 -1.780
H2 1.309 1.444 -2.421

Summary:
Frontier orbital gap (spin up / spin down) ... 0.2525 / 0.3026 hartree
Highest occupied orbital energy (spin up / spin down) ... -8.74 / -9.19 eV
Energy above the lowest of the compared OMol25 structures with the same formula, charge and spin ... 95.1 kcal per mole

natural (NBO) atomic charges, in units of e: -0.170, 0.079, 0.055, 0.004, 0.163, -0.327, -0.230, 0.185, 0.241


[6]
Entry from the Open Molecules 2025 dataset: C5H2O in the gas phase (ωB97M-V with the def2-TZVPD basis set).

Positions of all 8 atoms, in Å:
O1 -2.859 0.168 0.575
C1 -1.749 0.185 0.114
C2 -1.041 0.446 -1.129
C3 -0.110 0.126 -0.251
C4 1.168 -0.129 0.257
C5 2.282 -0.343 0.664
H1 -0.911 -0.126 0.993
H2 3.282 -0.526 0.995

Summary:
Frontier orbital gap ... 0.3409 hartree
Highest occupied orbital energy ... -9.70 eV
Energy above the lowest of the compared OMol25 structures with the same formula, charge and spin ... 82.4 kcal per mole

natural (NBO) atomic charges, in units of e: -0.476, 0.416, -0.151, -0.024, -0.129, -0.051, 0.163, 0.251


Question: Which value of energy above the lowest of the compared OMol25 structures with the same formula, charge and spin does entry 6 give?
Answer: 82.4 kcal per mole


Question: Which value of energy above the lowest of the compared OMol25 structures with the same formula, charge and spin does entry 6 give?
Answer: 82.4 kcal per mole


Question: What is the energy above the lowest of the compared OMol25 structures with the same formula, charge and spin in the fifth record?
Answer: 95.1 kcal per mole